14 unconnected molecules or ions with the total composition C16H57F3N24O15, computed with the ωB97M-V functional and the def2-TZVPD basis.

relative energy (zero: lowest compared OMol25 entry of this formula, charge and spin)	2.233	eV
HOMO level	-8.11	eV
calculated total energy	-3386.5881	a.u.
Kohn-Sham gap	7.737	eV
F_max	3.74	eV/Å
charge	0
LUMO level	-0.377	eV

Geometry as XYZ:
```
115
Properties=species:S:1:pos:R:3:forces:R:3:mulliken_charge:R:1
O 2.3786 -2.8276 -1.8032 0.27 -0.84 -0.23 -0.40
H 2.5515 -3.5687 -1.1860 -0.25 -0.03 -0.12 0.49
H 2.9348 -2.1016 -1.4082 0.00 0.54 0.63 0.39
H 1.3978 -2.6250 -1.7084 -0.22 0.52 1.09 0.25
C -0.0611 -1.2305 -0.1356 -1.20 -2.82 -2.15 1.08
O 0.9899 -0.6723 -0.9366 0.06 0.71 0.37 0.22
O 0.1572 -2.5814 -0.1321 0.70 0.42 0.99 -0.89
C -0.3110 -0.4899 1.2100 2.07 0.68 1.19 0.25
F 0.8584 0.0952 1.6015 0.15 -0.30 0.19 -0.17
F -1.1368 0.5893 1.1302 -0.54 -0.61 -0.48 -0.04
F -0.7230 -1.2245 2.2609 -0.22 0.07 -1.11 -0.05
C 0.6602 0.6094 -1.5177 0.33 -1.12 -0.39 1.62
C 1.7712 1.0253 -2.4999 0.09 -0.48 1.48 -1.12
H 2.6981 0.9662 -1.9258 0.13 0.46 -0.09 -0.18
H 1.9463 0.3245 -3.3167 -0.56 0.02 -0.16 0.30
H 1.6001 2.0459 -2.8347 0.13 -0.05 -0.19 0.20
H 0.5843 1.2660 -0.6504 -0.25 0.67 -0.50 -0.40
H -0.2622 0.4098 -2.0702 -0.21 0.74 0.22 -0.59
H -1.0072 -1.1749 -0.6979 -0.23 1.29 -0.03 -0.70
C 2.0770 2.8335 -6.1903 1.46 -0.04 -1.48 0.70
O 3.2581 2.6936 -5.8803 -0.95 0.33 0.40 -0.65
N 1.6326 3.7380 -7.1193 -0.51 0.06 0.69 -0.40
N 1.0778 2.0303 -5.7791 -0.20 -1.14 1.53 -0.25
H 0.6705 3.5664 -7.3424 0.05 0.68 -0.79 0.16
H 2.2516 4.2746 -7.6958 0.02 -0.11 -0.02 0.24
H 0.1207 2.0219 -6.0767 0.05 0.20 -0.16 0.17
H 1.3265 1.3365 -5.0921 -0.13 0.02 -0.09 0.13
C -3.5965 -0.4309 5.4465 1.14 -0.35 1.25 0.62
O -3.3371 -1.5000 5.9836 -0.88 0.06 -0.53 -0.74
N -3.4266 -0.1248 4.1407 -0.25 0.54 -0.89 -0.10
N -3.9948 0.6412 6.1966 -0.45 0.28 0.18 -0.41
H -3.2965 0.8490 3.9383 -0.06 -0.06 -0.28 0.14
H -3.1639 -0.7620 3.4098 0.31 -0.34 0.48 0.02
H -4.2139 0.4820 7.1629 0.28 -0.04 0.01 0.22
H -3.8921 1.5880 5.8836 -0.15 0.00 -0.01 0.16
C -4.4746 0.6340 0.6216 -0.76 -0.63 -2.16 0.33
O -3.9422 0.1553 -0.3889 -0.12 0.76 1.34 -0.51
N -5.7145 0.2668 1.0010 -1.67 -0.02 1.21 -0.42
N -3.9257 1.6136 1.3562 1.55 0.61 0.35 -0.23
H -6.1429 0.6860 1.8114 0.37 0.07 0.15 0.15
H -6.4420 -0.1010 0.4118 0.73 -0.34 -0.64 0.26
H -2.9237 1.7015 1.2543 -0.05 0.06 0.15 0.12
H -4.3768 2.1329 2.0847 -0.23 -0.25 0.06 0.16
C 2.1988 6.0136 -2.5496 0.80 -0.73 1.09 0.67
O 2.9508 5.4418 -1.7632 -0.36 0.75 0.26 -0.62
N 1.5793 7.2019 -2.3963 -0.43 1.01 0.23 -0.40
N 1.8960 5.4197 -3.7049 -0.64 -1.33 -2.09 -0.29
H 1.6132 7.7697 -1.5700 0.32 -0.33 0.17 0.22
H 0.9569 7.5146 -3.1178 0.02 0.09 0.03 0.14
H 2.2887 4.5137 -3.9050 0.27 0.13 0.12 0.08
H 1.2151 5.7405 -4.3699 0.06 0.23 0.09 0.18
C 4.2684 -0.3446 -0.1551 0.21 -0.23 -0.51 0.44
O 4.0540 -1.5745 -0.0904 -0.39 0.37 -0.24 -0.89
N 5.1648 0.1076 -1.0558 0.20 0.33 -0.16 -0.35
N 3.6631 0.6136 0.5615 -0.12 -1.02 0.25 0.15
H 5.7050 -0.5730 -1.5573 0.02 0.18 -0.12 0.22
H 5.2384 1.0937 -1.2332 0.34 -0.11 -0.22 0.15
H 3.0072 0.3071 1.2646 -0.10 0.29 0.00 0.00
H 3.9996 1.5585 0.5356 -0.21 0.11 0.32 0.14
C 2.7492 -1.9654 3.3484 -1.38 -2.78 1.42 0.47
O 1.7706 -1.9819 4.0918 0.31 1.26 -0.80 -0.54
N 3.9721 -1.5663 3.7818 0.40 1.09 0.69 -0.39
N 2.8092 -2.7163 2.2086 0.42 0.62 0.00 -0.19
H 4.7852 -1.4585 3.2060 -0.04 0.01 -0.05 0.16
H 3.9632 -1.1728 4.7084 0.20 0.06 -0.14 0.24
H 3.6855 -2.5475 1.7488 -0.42 -0.39 -0.99 0.13
H 1.9592 -2.8902 1.6911 0.07 0.18 -0.13 0.12
C 2.8444 3.5764 2.3332 -0.04 0.87 0.14 0.57
O 3.6891 4.0450 3.0888 -0.38 -0.72 -0.13 -0.72
N 1.6529 3.0348 2.6940 0.09 -0.25 1.76 -0.15
N 2.9438 3.6053 0.9876 0.51 -0.30 -1.01 -0.21
H 1.5121 3.0154 3.6906 -0.30 -0.07 -0.13 0.19
H 0.8826 2.8491 2.0760 0.01 0.14 -0.15 0.00
H 3.8190 3.8299 0.5496 -0.26 0.44 -0.13 0.18
H 2.1578 3.2454 0.4748 0.25 0.18 -0.47 0.06
C -2.6304 -0.1665 -3.4366 1.24 0.28 1.09 0.56
O -1.4688 -0.1004 -3.8625 -0.70 -0.02 -0.61 -0.65
N -3.5297 0.8450 -3.6237 0.90 -0.15 -0.53 -0.40
N -3.0886 -1.1219 -2.6096 -0.69 -1.11 0.81 -0.46
H -3.0809 1.6492 -4.0243 -0.76 0.27 -0.05 0.20
H -4.4559 0.7706 -3.2514 -0.07 0.39 -0.08 0.20
H -3.6237 -0.8040 -1.7976 -0.09 -0.09 -0.56 0.52
H -2.5248 -1.9156 -2.3411 0.38 0.13 -0.50 0.25
C -3.5471 -3.9744 -0.0267 0.17 0.31 -0.44 0.39
O -4.5177 -4.6924 -0.2038 0.18 0.56 0.34 -0.70
N -2.3333 -4.1634 -0.6383 -0.28 -0.59 -0.49 -0.17
N -3.4893 -2.7984 0.6898 -0.39 -0.45 0.13 -0.08
H -2.2717 -4.9777 -1.2270 0.18 -0.04 0.25 0.18
H -1.5007 -3.7265 -0.2646 0.42 0.06 -0.17 0.10
H -4.2854 -2.4161 1.1646 0.04 -0.13 0.01 0.12
H -2.5845 -2.3684 0.7259 -0.16 0.39 0.28 -0.01
C -1.1210 3.6038 -0.6055 -0.93 0.38 2.56 0.53
O -0.6397 3.5635 0.5364 0.86 0.05 -1.18 -0.70
N -0.4883 3.8058 -1.7844 0.65 0.04 0.15 -0.07
N -2.4790 3.5712 -0.6963 0.18 -0.02 -1.56 -0.36
H -0.9057 3.4476 -2.6233 0.27 0.20 -0.17 0.15
H 0.4406 4.2036 -1.7722 -0.04 -0.41 -0.15 0.04
H -2.8082 3.4288 -1.6376 -0.78 -0.03 0.36 0.15
H -3.0318 3.3239 0.0999 -0.03 -0.24 -0.13 0.22
C -0.0977 -3.2521 6.4138 1.09 -3.27 0.38 0.59
O 1.0028 -3.7894 6.2879 -0.43 1.04 0.20 -0.64
N -0.6695 -3.0940 7.6551 0.12 0.79 0.89 -0.35
N -1.0158 -3.1279 5.4365 -0.18 0.73 0.17 -0.28
H -1.6128 -2.7792 7.7894 -0.03 -0.01 -0.14 0.14
H -0.1747 -3.4098 8.4683 0.20 0.05 -0.21 0.21
H -1.7601 -2.5448 5.7907 -0.54 0.03 -1.40 0.28
H -0.7074 -3.1652 4.4792 0.02 0.40 0.10 0.19
C 0.8437 -7.0683 -1.6864 0.22 -1.01 1.30 0.63
O 0.7762 -7.6382 -0.6073 -0.12 0.57 -0.29 -0.63
N 0.5876 -5.7434 -1.8794 0.13 -0.13 -0.11 -0.32
N 1.2121 -7.7459 -2.8057 -0.05 0.24 -0.55 -0.39
H 0.7723 -5.3964 -2.8014 -0.30 0.66 0.20 0.17
H 0.3241 -5.1879 -1.0817 -0.07 0.20 -0.20 0.08
H 1.3205 -7.2481 -3.6701 0.18 -0.39 -0.15 0.16
H 1.5908 -8.6646 -2.6697 -0.03 0.01 -0.15 0.24
```
Forces are in eV/Å.